Below is a structure of composition C31H45F4N2Sb2SeSiV in a non-equilibrium geometry, with properties calculated with ωB97M-V with the def2-TZVPD basis set.

## Properties
energy above the lowest of the compared OMol25 structures with the same formula, charge and spin	11.8	kcal per mole
calculated total energy	-158714.5896	eV
LUMO energy (alpha / beta)	2.51 / 2.51	eV
charge	-1
spin multiplicity	2

Last column: Löwdin charge in e.
Positions of all 87 atoms, in Å:
V: -0.586 0.130 -1.393  0.39
C: -3.172 -1.518 -1.112  -0.11
N: -1.943 -1.473 -1.935  -0.33
C: -2.338 -1.440 -3.351  -0.07
C: -1.152 -2.684 -1.637  -0.20
C: 0.303 -2.541 -2.064  -0.22
N: 0.765 -1.232 -1.605  -0.12
C: 2.053 -0.810 -1.771  -0.20
C: 2.372 0.499 -1.356  -0.15
F: 1.382 1.241 -0.814  0.01
C: 3.616 1.054 -1.468  -0.22
F: 3.808 2.306 -1.043  0.09
C: 4.672 0.347 -2.009  0.05
C: 4.394 -0.932 -2.422  -0.23
F: 5.372 -1.673 -2.957  0.08
C: 3.142 -1.503 -2.310  -0.17
F: 2.993 -2.768 -2.749  0.07
H: -3.731 -2.450 -1.294  0.09
H: -3.801 -0.670 -1.355  0.04
H: -2.919 -1.448 -0.058  0.08
H: -3.012 -2.278 -3.581  0.09
H: -1.462 -1.494 -3.989  0.07
H: -2.839 -0.500 -3.562  0.09
H: -1.607 -3.566 -2.105  0.12
H: -1.179 -2.828 -0.558  0.08
H: 0.393 -2.641 -3.149  0.11
H: 0.869 -3.370 -1.626  0.10
H: 5.658 0.779 -2.114  0.13
C: -1.191 2.818 3.096  -0.37
Sb: -0.110 1.092 2.403  1.24
C: 1.786 2.122 2.389  -0.33
C: 0.139 0.309 4.483  -0.32
C: 1.539 -0.128 4.811  -0.29
C: 2.402 0.818 5.383  -0.08
C: 3.735 0.552 5.653  -0.10
C: 4.250 -0.703 5.356  -0.10
C: 3.411 -1.661 4.811  -0.08
C: 2.060 -1.412 4.531  -0.28
C: 1.254 -2.539 3.944  -0.35
Sb: 0.971 -2.506 1.770  1.30
C: 1.039 -4.671 1.657  -0.35
C: 3.068 -2.271 1.360  -0.31
H: -0.662 3.289 3.930  0.00
H: -2.193 2.513 3.407  0.00
H: -1.289 3.513 2.260  -0.02
H: 1.867 2.761 3.271  0.00
H: 1.844 2.728 1.481  0.00
H: 2.609 1.401 2.391  0.00
H: -0.593 -0.492 4.605  0.04
H: -0.152 1.149 5.117  0.04
H: 1.999 1.800 5.617  0.11
H: 4.365 1.318 6.089  0.10
H: 5.291 -0.937 5.555  0.09
H: 3.806 -2.652 4.600  0.10
H: 0.257 -2.615 4.388  0.05
H: 1.774 -3.482 4.117  0.04
H: 1.914 -5.043 2.200  0.00
H: 1.097 -4.991 0.612  -0.01
H: 0.131 -5.089 2.101  -0.01
H: 3.637 -2.982 1.963  0.00
H: 3.378 -1.251 1.606  0.00
H: 3.257 -2.448 0.296  -0.01
C: 0.254 2.315 -5.738  -0.14
C: -0.394 2.975 -4.700  -0.13
C: -0.623 2.334 -3.480  -0.15
C: -0.242 0.989 -3.222  -0.23
C: 0.428 0.374 -4.309  -0.15
C: 0.673 1.004 -5.527  -0.13
H: 0.433 2.809 -6.688  0.08
H: -0.714 4.004 -4.836  0.09
H: -1.123 2.897 -2.703  0.03
H: 0.791 -0.650 -4.209  0.07
H: 1.196 0.470 -6.318  0.09
C: -5.548 1.383 0.584  -0.24
Si: -4.464 2.284 -0.657  0.04
C: -5.043 1.805 -2.381  -0.23
C: -4.776 4.117 -0.458  -0.25
Se: -2.313 1.837 -0.286  0.30
H: -6.598 1.714 0.524  0.02
H: -5.179 1.572 1.600  0.02
H: -5.514 0.301 0.409  0.01
H: -5.981 2.322 -2.636  0.02
H: -5.221 0.725 -2.462  0.01
H: -4.282 2.082 -3.120  0.03
H: -5.842 4.354 -0.588  0.02
H: -4.199 4.678 -1.202  0.03
H: -4.460 4.453 0.537  0.02

Below is a cluster of 2 separate species, C6H4O in total in a non-equilibrium geometry, with properties calculated with ωB97M-V with the def2-TZVPD basis set.

## Properties
energy above the lowest of the compared OMol25 structures with the same formula, charge and spin	159.8	kcal per mole
calculated total energy	-8325.5114	eV
LUMO energy (alpha / beta)	-1.11 / -2.41	eV
spin multiplicity	1

Last column: Löwdin charge in e.
Positions of all 11 atoms, in Å:
C: -2.685 -0.654 -1.785  0.08
C: -1.667 -0.453 -1.028  -0.16
C: -0.641 -0.503 -0.127  -0.37
C: 0.707 -0.849 -0.321  0.01
C: 1.442 0.010 0.481  -0.04
C: 0.508 0.822 1.128  -0.09
O: -0.738 0.372 0.903  -0.01
H: -0.685 1.934 -0.839  0.20
H: 1.063 -1.568 -1.045  0.13
H: 2.516 0.040 0.615  0.12
H: 0.632 1.512 1.952  0.13

Below is a cluster of 2 separate species, CHBr2Cl2P in total in a non-equilibrium geometry, with properties calculated with ωB97M-V with the def2-TZVPD basis set.

## Properties
energy above the lowest of the compared OMol25 structures with the same formula, charge and spin	48.5	kcal per mole
calculated total energy	-175470.6982	eV
LUMO energy (alpha / beta)	-2.70 / -2.70	eV
spin multiplicity	1

Last column: Löwdin charge in e.
Positions of all 7 atoms, in Å:
C: -0.235 0.423 0.345  -1.11
P: 0.585 -0.211 -1.184  0.06
Cl: 0.438 -2.112 -0.807  0.23
Cl: 2.448 0.075 -0.298  0.16
Br: -2.945 -0.245 -0.068  -0.06
Br: -0.403 2.250 0.689  0.66
H: 0.112 -0.180 1.322  0.06